Below is a single C4H7NO molecule, with properties calculated with wB97M-V/def2-TZVPD.

lowest unoccupied orbital energy (spin up / spin down): -1.344 / -0.067 eV
E_HOMO (spin up / spin down): -8.822 / -9.147 eV
frontier orbital gap (spin up / spin down): 7.5 / 9.1 eV
ΔE to the lowest compared entry with this formula, charge and spin: 4.687 eV

Each line ends with the natural charge from an NBO analysis.
Atoms and positions in Å:
C  0.76  -1.26  0.74  -0.610
C  0.50  0.21  0.49  -0.175
N  1.19  0.73  -0.60  -0.385
C  -0.91  0.61  0.11  -0.162
C  -1.29  0.42  -1.22  0.265
O  -0.51  0.37  -2.18  -0.479
H  0.51  -1.82  -0.17  0.224
H  0.14  -1.63  1.56  0.211
H  1.81  -1.42  0.98  0.222
H  0.67  0.83  1.39  0.219
H  1.09  1.75  -0.59  0.314
H  -1.59  1.01  0.86  0.210
H  -2.36  0.20  -1.38  0.146



Below is a molecular structure, C13H37AgBF3N3O6S, with properties calculated with wB97M-V/def2-TZVPD.

total charge: -1
lowest unoccupied orbital energy: 2.576 eV
E_HOMO: -4.948 eV
frontier orbital gap: 7.5 eV
ΔE to the lowest compared entry with this formula, charge and spin: 0.000 eV

Each line ends with the natural charge from an NBO analysis.
Atoms and positions in Å:
Ag  12.70  25.13  5.83  0.885
B  13.98  25.98  8.06  -0.826
H  14.39  24.91  7.89  0.006
H  14.60  26.38  8.96  0.006
H  14.27  26.60  7.14  -0.069
H  12.83  26.00  8.30  -0.071
C  17.06  23.89  3.99  0.694
F  16.71  22.64  4.33  -0.336
F  18.39  23.99  4.13  -0.333
F  16.72  24.05  2.70  -0.333
S  16.26  25.17  5.10  2.347
O  16.59  26.46  4.53  -0.984
O  14.83  24.83  4.95  -1.075
O  16.79  24.89  6.42  -0.947
C  13.26  29.79  7.61  -0.621
C  13.24  29.71  6.10  -0.060
C  14.53  30.24  5.46  -0.079
O  14.41  30.20  4.06  -0.551
C  15.28  31.12  3.42  -0.240
N  13.04  28.31  5.72  -0.892
H  14.13  29.22  7.94  0.233
H  12.42  29.29  8.09  0.221
H  13.36  30.83  7.94  0.191
H  12.39  30.30  5.72  0.163
H  15.34  29.60  5.81  0.187
H  14.77  31.26  5.81  0.149
H  15.10  30.99  2.35  0.188
H  16.30  30.99  3.78  0.176
H  14.94  32.15  3.64  0.150
H  13.40  28.17  4.77  0.360
H  13.67  27.71  6.25  0.409
C  9.72  23.97  4.26  -0.622
C  10.24  25.35  3.83  -0.067
C  10.02  26.40  4.93  -0.069
O  10.52  26.01  6.19  -0.562
C  10.21  26.99  7.15  -0.261
N  11.69  25.20  3.57  -0.883
H  10.37  23.55  5.03  0.236
H  9.66  23.24  3.45  0.205
H  8.76  24.11  4.76  0.209
H  9.80  25.74  2.91  0.178
H  8.94  26.61  4.97  0.162
H  10.47  27.35  4.62  0.196
H  10.49  26.68  8.15  0.213
H  9.14  27.22  7.25  0.149
H  10.73  27.94  7.02  0.202
H  11.89  24.43  2.94  0.370
H  12.16  25.99  3.13  0.382
C  11.19  20.96  9.55  -0.621
C  12.26  21.56  8.63  -0.084
C  11.61  22.53  7.64  -0.053
O  12.42  22.96  6.58  -0.576
C  13.12  21.99  5.85  -0.275
N  13.29  22.23  9.40  -0.814
H  11.66  20.19  10.17  0.203
H  10.33  20.53  9.03  0.196
H  10.79  21.68  10.27  0.202
H  12.73  20.72  8.10  0.184
H  11.35  23.47  8.14  0.207
H  10.68  22.05  7.30  0.153
H  13.58  22.46  4.97  0.220
H  12.51  21.13  5.56  0.157
H  14.06  21.72  6.35  0.202
H  13.46  21.84  10.32  0.346
H  12.94  23.17  9.60  0.368



Below is 6 unconnected molecules or ions with the total composition C35H35BF40NO9PS, with properties calculated with wB97M-V/def2-TZVPD.

SMILES string: COB(O)C1=C([PH2]=N)C(=O)C=C(CCCS)C1=O.FC(F)C(F)(F)COC(F)(F)C(F)F.FC(F)C(F)(F)COC(F)(F)C(F)F.FC(F)C(F)(F)COC(F)(F)C(F)F.FC(F)C(F)(F)COC(F)(F)C(F)F.FC(F)C(F)(F)COC(F)(F)C(F)F
lowest unoccupied orbital energy: -1.440 eV
E_HOMO: -9.138 eV
frontier orbital gap: 7.7 eV

Each line ends with the Löwdin charge.
Atoms and positions in Å:
C  2.13  1.84  1.89  -0.047
O  1.74  1.30  3.18  0.014
B  1.95  -0.06  3.09  -0.662
O  3.21  -0.50  3.41  0.179
C  0.84  -1.08  2.60  0.010
C  0.99  -1.91  1.58  -0.203
P  2.50  -2.01  0.53  0.795
N  2.08  -1.74  -0.98  -0.298
C  -0.19  -2.82  1.20  -0.403
O  -0.04  -3.94  0.91  0.138
C  -1.54  -2.15  1.29  0.051
C  -1.70  -1.32  2.29  -0.143
C  -3.01  -0.55  2.50  -0.121
C  -3.21  0.36  1.23  -0.264
C  -3.22  1.86  1.56  -0.493
S  -1.60  2.26  2.32  0.778
C  -0.54  -1.15  3.26  -0.330
O  -0.68  -1.13  4.42  0.191
H  3.12  1.46  1.61  0.100
H  1.41  1.50  1.13  0.070
H  2.09  2.93  1.91  0.106
H  3.15  -1.47  3.42  0.106
H  3.09  -3.30  0.59  0.018
H  3.41  -0.99  0.88  0.022
H  1.07  -1.58  -0.99  -0.046
H  -2.30  -2.35  0.55  0.136
H  -2.96  0.08  3.39  0.100
H  -3.82  -1.28  2.51  0.121
H  -4.12  0.07  0.69  0.116
H  -2.40  0.22  0.51  0.079
H  -3.23  2.40  0.60  0.046
H  -4.08  2.20  2.14  0.085
H  -1.89  2.85  3.51  -0.116
C  2.23  -2.16  -4.57  -0.044
C  3.13  -1.11  -5.25  -0.439
C  2.43  0.01  -6.02  -0.293
F  1.65  -0.46  -7.02  0.087
F  3.36  0.82  -6.59  0.091
F  4.03  -1.75  -6.03  0.125
F  3.84  -0.51  -4.25  0.106
O  1.99  -3.38  -5.28  0.048
C  1.00  -3.39  -6.24  -0.533
C  1.55  -3.57  -7.66  -0.279
F  2.48  -2.65  -7.96  0.100
F  0.54  -3.45  -8.56  0.094
F  0.23  -2.30  -6.11  0.126
F  0.21  -4.45  -5.96  0.143
H  2.77  -2.48  -3.67  0.129
H  1.30  -1.73  -4.20  0.125
H  1.81  0.61  -5.35  0.173
H  2.00  -4.56  -7.77  0.176
C  -1.14  -5.52  4.06  -0.045
C  -0.64  -6.94  3.76  -0.439
C  -1.36  -7.70  2.64  -0.294
F  -2.68  -7.84  2.88  0.092
F  -0.84  -8.94  2.52  0.096
F  -0.65  -7.66  4.90  0.131
F  0.66  -6.83  3.38  0.106
O  -2.07  -5.35  5.12  0.049
C  -3.41  -5.58  4.87  -0.533
C  -3.94  -6.81  5.62  -0.281
F  -3.22  -7.91  5.34  0.100
F  -5.22  -7.05  5.24  0.100
F  -3.63  -5.64  3.55  0.138
F  -4.07  -4.49  5.32  0.146
H  -0.26  -4.97  4.40  0.149
H  -1.46  -5.00  3.16  0.130
H  -1.24  -7.18  1.68  0.175
H  -3.92  -6.64  6.70  0.176
C  -1.20  5.80  -1.88  -0.042
C  0.20  6.42  -1.95  -0.442
C  1.05  6.05  -3.16  -0.297
F  1.26  4.73  -3.27  0.091
F  2.27  6.64  -3.06  0.099
F  0.86  6.14  -0.80  0.132
F  0.03  7.77  -1.97  0.108
O  -1.36  4.61  -1.11  0.047
C  -1.04  3.40  -1.69  -0.526
C  0.18  2.75  -1.04  -0.294
F  1.25  3.57  -1.04  0.101
F  0.54  1.63  -1.72  0.094
F  -0.90  3.54  -3.02  0.140
F  -2.10  2.59  -1.50  0.136
H  -1.82  6.53  -1.35  0.150
H  -1.66  5.70  -2.86  0.146
H  0.58  6.41  -4.09  0.175
H  -0.03  2.47  0.00  0.105
C  -3.72  -0.88  -6.20  -0.040
C  -5.20  -0.56  -5.93  -0.442
C  -5.50  0.82  -5.33  -0.296
F  -4.88  1.01  -4.15  0.088
F  -6.83  0.94  -5.11  0.097
F  -5.74  -1.54  -5.17  0.132
F  -5.84  -0.61  -7.13  0.109
O  -3.02  -1.62  -5.22  0.053
C  -2.50  -0.95  -4.13  -0.531
C  -3.19  -1.32  -2.82  -0.270
F  -4.52  -1.14  -2.88  0.102
F  -2.71  -0.54  -1.81  0.081
F  -2.50  0.38  -4.37  0.139
F  -1.20  -1.31  -4.03  0.141
H  -3.72  -1.54  -7.07  0.152
H  -3.16  0.00  -6.52  0.147
H  -5.19  1.62  -6.02  0.174
H  -3.00  -2.37  -2.57  0.178
C  4.74  3.43  4.99  -0.039
C  4.72  3.70  6.50  -0.439
C  3.54  4.50  7.05  -0.297
F  3.45  5.73  6.50  0.092
F  3.70  4.68  8.39  0.095
F  5.90  4.26  6.86  0.131
F  4.68  2.48  7.11  0.106
O  5.51  4.31  4.18  0.047
C  4.96  5.52  3.79  -0.534
C  5.67  6.72  4.43  -0.281
F  5.70  6.62  5.77  0.099
F  5.01  7.86  4.11  0.100
F  3.63  5.52  4.03  0.138
F  5.11  5.60  2.45  0.147
H  5.23  2.46  4.86  0.150
H  3.73  3.29  4.58  0.138
H  2.60  3.97  6.89  0.174
H  6.70  6.79  4.06  0.176



Below is 3 unconnected molecules or ions with the total composition C3H10O3, with properties calculated with wB97M-V/def2-TZVPD.

SMILES string: C/C=C/O.O.O
lowest unoccupied orbital energy: 0.694 eV
E_HOMO: -8.693 eV
frontier orbital gap: 9.4 eV
ΔE to the lowest compared entry with this formula, charge and spin: 1.094 eV

Each line ends with the natural charge from an NBO analysis.
Atoms and positions in Å:
C  1.52  0.77  -0.18  -0.635
C  0.21  1.47  0.07  -0.272
C  -0.92  0.85  0.37  0.125
O  -1.90  1.53  1.07  -0.707
H  2.19  0.72  0.68  0.220
H  1.37  -0.21  -0.63  0.211
H  2.05  1.39  -0.91  0.210
H  0.17  2.53  0.31  0.208
H  -1.16  -0.21  0.33  0.162
H  -2.79  1.27  0.81  0.478
H  3.58  -2.84  1.46  0.467
H  4.94  -3.40  1.82  0.467
O  4.51  -2.59  1.54  -0.933
H  -4.81  0.34  -2.35  0.474
H  -4.30  -1.13  -2.50  0.474
O  -4.65  -0.48  -1.88  -0.948



Below is a molecular structure, C12H32AuIOP2Si, with properties calculated with wB97M-V/def2-TZVPD.

spin multiplicity: 3
total charge: +2
lowest unoccupied orbital energy (spin up / spin down): -8.025 / -9.623 eV
E_HOMO (spin up / spin down): -14.667 / -15.815 eV
frontier orbital gap (spin up / spin down): 6.6 / 6.2 eV
expectation value of S²: 2.012
ΔE to the lowest compared entry with this formula, charge and spin: 0.281 eV

Each line ends with the natural charge from an NBO analysis.
Atoms and positions in Å:
C  -1.53  -1.36  0.76  -0.784
I  -0.61  1.99  -2.46  0.180
H  -0.69  -1.76  1.36  0.226
H  -1.93  -2.16  0.15  0.228
H  -2.32  -0.96  1.41  0.220
Au  -0.77  0.24  -0.44  0.870
P  -0.17  -1.75  -2.10  0.973
C  -0.14  -1.18  -3.83  -0.957
C  1.51  -2.50  -1.95  -0.952
H  1.48  -3.53  -2.33  0.276
H  -0.61  -4.09  -2.60  0.273
H  1.82  -2.52  -0.90  0.258
H  -1.56  -3.54  -1.20  0.250
H  0.63  -0.41  -3.94  0.251
H  2.25  -1.92  -2.51  0.262
C  -1.19  -3.26  -2.19  -0.945
H  0.04  -1.98  -4.55  0.278
H  -2.06  -3.09  -2.84  0.271
H  -1.10  -0.70  -4.04  0.251
P  -0.94  1.27  1.81  1.092
C  -0.79  3.06  1.61  -0.971
C  -2.36  1.09  2.95  -0.949
H  0.34  -0.30  3.15  0.261
H  0.29  1.33  3.87  0.274
H  1.39  0.98  2.51  0.272
C  0.41  0.77  2.94  -0.963
H  -2.65  0.03  3.05  0.260
H  -2.05  1.46  3.93  0.277
H  -0.62  3.54  2.59  0.275
H  -1.73  3.42  1.19  0.267
H  -3.23  1.66  2.59  0.272
H  0.03  3.32  0.93  0.254
C  0.24  4.72  -1.75  0.511
O  0.71  5.74  -1.53  -0.416
C  3.04  2.77  -1.47  -1.126
Si  2.90  1.56  -0.05  1.595
C  4.50  0.50  -0.14  -1.071
C  3.05  2.49  1.58  -1.126
C  1.46  0.34  -0.17  -1.054
H  4.09  2.89  -1.78  0.275
H  2.69  3.78  -1.21  0.238
H  2.48  2.44  -2.34  0.228
H  5.39  1.15  -0.09  0.268
H  4.54  -0.21  0.70  0.240
H  4.55  -0.07  -1.08  0.236
H  2.14  3.03  1.86  0.220
H  3.32  1.81  2.40  0.245
H  3.86  3.23  1.51  0.276
H  1.65  -0.17  -1.13  0.200
H  1.57  -0.44  0.59  0.212



Below is a molecular structure, C3H5ClN2, with properties calculated with wB97M-V/def2-TZVPD.

lowest unoccupied orbital energy: -0.221 eV
E_HOMO: -9.558 eV
frontier orbital gap: 9.3 eV
ΔE to the lowest compared entry with this formula, charge and spin: 4.013 eV

Each line ends with the natural charge from an NBO analysis.
Atoms and positions in Å:
C  1.98  0.30  0.23  -0.463
C  0.74  -0.65  0.11  0.070
C  -2.59  0.04  -0.29  -0.044
H  1.38  1.24  -0.53  0.278
H  2.14  0.80  1.33  0.264
H  0.63  -1.69  0.18  0.211
H  -3.54  -0.33  -0.34  0.178
H  -2.34  1.08  -0.65  0.162
N  -0.47  0.13  0.14  -0.308
N  -1.67  -0.67  0.03  -0.286
Cl  3.73  -0.26  -0.22  -0.062



Below is a single C6H11NO molecule, with properties calculated with wB97M-V/def2-TZVPD.

SMILES string: C=C(O)C(N)=C(C)C
lowest unoccupied orbital energy: 0.780 eV
E_HOMO: -7.582 eV
frontier orbital gap: 8.4 eV
ΔE to the lowest compared entry with this formula, charge and spin: 3.137 eV

Each line ends with the natural charge from an NBO analysis.
Atoms and positions in Å:
C  1.85  -0.29  0.76  -0.676
C  0.93  1.31  -0.96  -0.637
C  -0.42  -0.76  -0.26  0.020
C  -1.57  -0.10  0.07  0.212
C  0.64  0.17  0.00  0.134
N  -0.23  -2.13  -0.49  -0.818
C  -1.21  1.02  0.87  -0.456
O  -2.84  -0.46  -0.33  -0.690
H  -3.48  -0.13  0.31  0.480
H  0.32  -2.36  -1.30  0.371
H  -1.09  -2.67  -0.47  0.383
H  2.27  0.53  1.34  0.220
H  1.61  -1.12  1.44  0.226
H  1.68  0.98  -1.70  0.196
H  1.35  2.17  -0.45  0.207
H  0.04  1.61  -1.50  0.223
H  2.65  -0.63  0.09  0.218
H  -1.76  1.97  0.77  0.185
H  -0.74  0.88  1.83  0.204



Below is 4 unconnected molecules or ions with the total composition C4H13O5S2, with properties calculated with wB97M-V/def2-TZVPD.

total charge: -1
lowest unoccupied orbital energy: 2.950 eV
E_HOMO: -5.500 eV
frontier orbital gap: 8.5 eV
ΔE to the lowest compared entry with this formula, charge and spin: 0.000 eV

Each line ends with the natural charge from an NBO analysis.
Atoms and positions in Å:
C  -0.60  -0.38  -1.52  -0.547
C  0.60  -0.83  -0.64  0.781
O  1.73  -0.46  -1.00  -0.742
O  0.29  -1.57  0.33  -0.853
C  -0.40  0.96  -2.18  -0.545
S  -0.96  2.36  -1.16  0.063
S  0.65  2.93  -0.03  0.067
C  0.80  1.71  1.28  -0.771
H  -0.78  -1.16  -2.25  0.212
H  -1.49  -0.44  -0.88  0.208
H  -1.01  1.10  -3.08  0.204
H  0.63  1.06  -2.50  0.258
H  1.60  1.01  1.05  0.251
H  1.02  2.22  2.22  0.211
H  -0.10  1.11  1.36  0.237
H  0.00  -3.71  -0.77  0.478
H  1.37  -3.60  -0.16  0.489
O  0.79  -4.25  -0.58  -0.970
H  -2.72  -0.76  1.95  0.468
H  -1.62  -1.33  2.85  0.491
O  -2.58  -1.26  2.77  -0.960
H  0.81  -2.20  1.87  0.511
H  0.49  -3.53  2.48  0.458
O  0.88  -2.68  2.74  -1.000